A 9-piece molecular cluster, C49H100NO26S overall, computed with ωB97M-V with the def2-TZVPD basis set.

Each atom is followed by the atoms it is bonded to, with distances in Å.
Geometry (Å):
1 O -1.48 5.49 12.83  C66 1.429, C93 1.332
2 C -3.97 -0.31 6.60  H5 1.087, H132 1.089, H137 1.087, O163 1.427
3 C -2.28 2.38 4.49  O41 1.337, O73 1.200, O136 1.330
4 C -2.44 2.94 10.68  H6 1.086, H12 1.087, O33 1.430, H58 1.089
5 H -3.65 0.49 5.94  C2 1.087
6 H -1.78 2.41 9.99  C4 1.086
7 H -0.57 3.88 5.81  C30 1.089
8 S 4.25 -5.28 -2.93  C22 1.814, C72 1.819, C125 1.807
9 H -7.38 2.49 9.84  C166 1.086
10 H -2.96 2.25 1.95  C100 1.089
11 C -2.09 0.90 -3.77  C61 1.533, H88 1.087, C99 1.530, H162 1.090
12 H -3.23 3.42 10.11  C4 1.087
13 H -5.04 5.71 -1.78  C85 1.089
14 H -6.16 11.21 6.99  C71 1.088
15 H 6.11 -3.81 -3.10  C22 1.085
16 H 6.91 -3.96 -6.43  N177 1.014
17 H -2.63 -0.60 -2.34  C61 1.088
18 C 1.86 -6.15 -4.07  C67 1.528, C125 1.540, H127 1.086, H175 1.084
19 H 5.99 -3.09 -5.45  N177 1.016
20 H 3.73 -7.22 -4.33  C125 1.086
21 H 12.50 -3.23 -11.18  C84 1.086
22 C 5.95 -4.85 -3.38  S8 1.814, H15 1.085, H38 1.085, C167 1.536
23 H -1.82 -1.82 -4.46  C173 1.085
24 H -3.14 -2.15 -1.12  C123 1.082
25 H -3.48 6.33 3.09  C78 1.088
26 H -4.72 10.25 7.44  C71 1.088
27 H 0.56 -5.37 1.91  C121 1.086
28 H 3.60 -7.11 -1.46  C72 1.081
29 C 0.93 -3.46 1.09  C45 1.550, C121 1.543, H131 1.087, H140 1.092
30 C -1.10 3.10 6.36  H7 1.089, H36 1.088, H53 1.086, O136 1.432
31 H -1.85 5.65 3.02  C78 1.085
32 H -4.18 -2.80 -2.36  C123 1.083
33 O -1.65 3.90 11.37  C4 1.430, C93 1.332
34 H -1.41 -2.26 1.19  C90 1.089
35 H -3.54 0.59 2.12  C100 1.087
36 H -1.98 3.50 6.85  C30 1.088
37 C 9.80 -2.08 -6.56  H91 1.089, O110 1.426, H114 1.086, H158 1.087
38 H 6.64 -5.42 -2.76  C22 1.085
39 H 1.70 -7.42 -2.26  C67 1.086
40 O -2.65 6.09 1.20  C78 1.436, C106 1.329
41 O -2.53 1.30 3.75  C3 1.337, C100 1.430
42 C -2.50 10.96 -2.99  H44 1.086, H145 1.089, O170 1.427, H171 1.089
43 C -0.62 -6.84 -1.57  H52 1.089, C62 1.537, C108 1.491, H141 1.084
44 H -1.76 11.20 -3.75  C42 1.086
45 C 0.43 -2.49 2.19  C29 1.550, H89 1.085, C90 1.535, H107 1.091
46 O -4.96 9.80 3.63  C134 1.332, C172 1.429
47 H 6.26 -6.47 -10.77  C115 1.085
48 H -0.86 -7.69 -3.57  C62 1.083
49 O 5.05 -7.72 -9.71  C102 1.325, C115 1.431
50 H 3.58 -5.74 -5.20  C125 1.085
51 H 5.65 -5.15 -0.27  C146 1.088
52 H 0.18 -7.09 -0.88  C43 1.089
53 H -0.44 2.68 7.11  C30 1.086
54 H 1.93 -4.55 2.63  C121 1.087
55 H 4.93 -6.53 0.51  C146 1.087
56 C -2.75 11.02 1.63  H80 1.086, O129 1.430, H154 1.088, H176 1.087
57 H -5.29 7.40 -1.26  C85 1.088
58 H -2.87 2.22 11.38  C4 1.089
59 H -4.18 7.03 -2.59  C85 1.086
60 H 4.02 -4.35 1.21  C112 1.089
61 C -2.23 0.41 -2.32  C11 1.533, H17 1.088, C81 1.545, H122 1.089
62 C -0.22 -6.98 -3.05  C43 1.537, H48 1.083, C67 1.555, H168 1.087
63 H -3.94 -3.67 -0.85  C123 1.087
64 H 0.00 0.65 -4.33  C99 1.088
65 C 2.38 -5.61 0.79  H101 1.092, C112 1.524, H118 1.091, C121 1.541
66 C -2.08 6.34 13.81  O1 1.429, H76 1.088, H104 1.086, H126 1.088
67 C 1.28 -7.31 -3.26  C18 1.528, H39 1.086, C62 1.555, H119 1.085
68 H -5.68 2.33 10.29  C166 1.089
69 H -0.47 -1.55 -3.33  C173 1.086
70 H 0.81 -0.32 0.83  C79 1.088
71 C -5.09 11.09 6.85  H14 1.088, H26 1.088, H120 1.086, O151 1.428
72 C 4.45 -6.45 -1.55  S8 1.819, H28 1.081, H98 1.087, C146 1.534
73 O -2.71 3.48 4.29  C3 1.200
74 H -6.15 3.35 8.90  C166 1.088
75 H 3.32 -4.06 -0.35  C112 1.087
76 H -2.85 6.96 13.36  C66 1.088
77 O 3.80 -9.09 -8.63  C87 1.426, C102 1.330
78 C -2.83 5.65 2.55  H25 1.088, H31 1.085, O40 1.436, H103 1.078
79 C -0.28 -0.42 0.81  H70 1.088, H83 1.085, C90 1.551, C111 1.534
80 H -2.10 11.27 2.46  C56 1.086
81 C -0.96 0.56 -1.46  C61 1.545, H97 1.086, C111 1.547, H152 1.086
82 O -3.45 6.57 -0.74  C85 1.428, C106 1.333
83 H -0.75 0.49 1.16  C79 1.085
84 C 11.52 -3.13 -10.74  H21 1.086, H92 1.088, O117 1.430, H138 1.088
85 C -4.56 6.68 -1.63  H13 1.089, H57 1.088, H59 1.086, O82 1.428
86 O -6.30 1.30 8.59  C96 1.327, C166 1.432
87 C 2.80 -9.34 -7.64  O77 1.426, H128 1.090, H153 1.089, H165 1.086
88 H -1.98 1.98 -3.78  C11 1.087
89 H 1.25 -1.90 2.59  C45 1.085
90 C -0.72 -1.60 1.72  H34 1.089, C45 1.535, C79 1.551, H143 1.088
91 H 9.20 -1.25 -6.92  C37 1.089
92 H 10.98 -2.34 -11.26  C84 1.088
93 C -2.33 4.63 12.26  O1 1.332, O33 1.332, O148 1.202
94 H -6.56 8.72 2.87  C172 1.088
95 O -2.15 -5.09 -2.09  C108 1.421, C161 1.338
96 C -5.11 1.09 8.03  O86 1.327, O156 1.204, O163 1.332
97 H -0.08 0.77 -2.06  C81 1.086
98 H 5.33 -7.02 -1.80  C72 1.087
99 C -0.97 0.21 -4.55  C11 1.530, H64 1.088, H105 1.087, C173 1.529
100 C -3.41 1.53 2.64  H10 1.089, H35 1.087, O41 1.430, H149 1.089
101 H 2.70 -6.45 1.41  C65 1.092
102 C 4.13 -7.81 -8.77  O49 1.325, O77 1.330, O139 1.207
103 H -3.23 4.65 2.57  C78 1.078
104 H -1.29 6.98 14.20  C66 1.086
105 H -1.18 0.36 -5.60  C99 1.087
106 C -3.77 6.14 0.48  O40 1.329, O82 1.333, O142 1.204
107 H 0.02 -3.12 2.98  C45 1.091
108 C -0.99 -5.42 -1.34  C43 1.491, O95 1.421, H109 1.090, H116 1.094
109 H -0.16 -4.76 -1.61  C108 1.090
110 O 10.92 -2.30 -7.42  C37 1.426, C113 1.332
111 C -0.75 -0.72 -0.62  C79 1.534, C81 1.547, H133 1.090, H157 1.085
112 C 3.62 -4.85 0.33  H60 1.089, C65 1.524, H75 1.087, C146 1.534
113 C 10.59 -2.61 -8.67  O110 1.332, O117 1.328, O169 1.204
114 H 10.19 -1.84 -5.58  C37 1.086
115 C 5.51 -6.39 -9.98  H47 1.085, O49 1.431, H135 1.089, H155 1.088
116 H -1.19 -5.22 -0.28  C108 1.094
117 O 11.71 -2.78 -9.36  C84 1.430, C113 1.328
118 H 1.84 -6.05 -0.05  C65 1.091
119 H 1.31 -8.27 -3.77  C67 1.085
120 H -4.59 11.99 7.18  C71 1.086
121 C 1.44 -4.78 1.69  H27 1.086, C29 1.543, H54 1.087, C65 1.541
122 H -3.01 1.03 -1.87  C61 1.089
123 C -3.45 -3.06 -1.61  H24 1.082, H32 1.083, H63 1.087, C161 1.502
124 H -5.10 8.78 1.87  C172 1.087
125 C 3.39 -6.20 -4.23  S8 1.807, C18 1.540, H20 1.086, H50 1.085
126 H -2.49 5.75 14.63  C66 1.088
127 H 1.55 -5.21 -3.64  C18 1.086
128 H 3.15 -9.03 -6.65  C87 1.090
129 O -2.01 11.24 0.43  C56 1.430, C144 1.329
130 O -6.03 9.04 5.47  C134 1.200
131 H 1.62 -2.97 0.41  C29 1.087
132 H -3.19 -0.53 7.33  C2 1.089
133 H -0.06 -1.40 -1.12  C111 1.090
134 C -5.33 9.84 4.91  O46 1.332, O130 1.200, O151 1.333
135 H 5.98 -5.96 -9.10  C115 1.089
136 O -1.46 2.02 5.48  C3 1.330, C30 1.432
137 H -4.14 -1.20 6.00  C2 1.087
138 H 10.98 -4.07 -10.82  C84 1.088
139 O 3.67 -6.88 -8.14  C102 1.207
140 H 0.04 -3.70 0.50  C29 1.092
141 H -1.43 -7.53 -1.35  C43 1.084
142 O -4.87 5.86 0.86  C106 1.204
143 H -1.27 -1.19 2.57  C90 1.088
144 C -2.69 10.96 -0.68  O129 1.329, O159 1.203, O170 1.333
145 H -2.76 9.91 -3.09  C42 1.089
146 C 4.74 -5.74 -0.22  H51 1.088, H55 1.087, C72 1.534, C112 1.534
147 H -5.11 7.76 3.31  C172 1.087
148 O -3.50 4.53 12.50  C93 1.202
149 H -4.38 1.88 2.99  C100 1.089
150 H -0.18 -1.71 -5.03  C173 1.091
151 O -4.78 10.92 5.47  C71 1.428, C134 1.333
152 H -1.10 1.41 -0.80  C81 1.086
153 H 1.87 -8.83 -7.89  C87 1.089
154 H -3.63 11.65 1.67  C56 1.088
155 H 4.70 -5.76 -10.33  C115 1.088
156 O -4.13 1.77 8.20  C96 1.204
157 H -1.72 -1.19 -0.53  C111 1.085
158 H 9.20 -2.99 -6.49  C37 1.087
159 O -3.82 10.55 -0.74  C144 1.203
160 H 7.23 -5.65 -4.87  C167 1.085
161 C -2.28 -3.77 -2.22  O95 1.338, C123 1.502, O174 1.158
162 H -3.02 0.68 -4.28  C11 1.090
163 O -5.19 0.01 7.26  C2 1.427, C96 1.332
164 H 5.61 -5.53 -5.48  C167 1.089
165 H 2.62 -10.41 -7.63  C87 1.086
166 C -6.36 2.44 9.45  H9 1.086, H68 1.089, H74 1.088, O86 1.432
167 C 6.34 -5.02 -4.85  C22 1.536, H160 1.085, H164 1.089, N177 1.468
168 H -0.42 -6.02 -3.52  C62 1.087
169 O 9.47 -2.73 -9.10  C113 1.204
170 O -1.90 11.22 -1.73  C42 1.427, C144 1.333
171 H -3.38 11.59 -3.14  C42 1.089
172 C -5.47 8.70 2.89  O46 1.429, H94 1.088, H124 1.087, H147 1.087
173 C -0.88 -1.30 -4.30  H23 1.085, H69 1.086, C99 1.529, H150 1.091
174 O -1.52 -3.16 -2.84  C161 1.158
175 H 1.47 -6.25 -5.07  C18 1.084
176 H -3.03 9.97 1.72  C56 1.087
177 N 6.76 -3.75 -5.45  H16 1.014, H19 1.016, C167 1.468

LUMO: -2.391 eV
HOMO level: -11.7 eV
Max |F|: 0.06577 Eh/bohr
Charge: +1
Orbital gap: 9.274 eV



One molecule with the formula C12H20O3, computed with ωB97M-V with the def2-TZVPD basis set.

Each atom is followed by the atoms it is bonded to, with distances in Å.
Geometry (Å):
1 C -1.03 -3.20 5.61  O5 1.409, H9 1.112, H12 1.109, H32 1.090
2 H 1.21 2.63 2.15  C34 1.117
3 C 2.15 0.84 1.24  C7 1.543, H22 1.170, H25 1.007, C34 1.569
4 C 0.36 1.10 -4.55  C21 1.500, C30 1.236
5 O -1.20 -2.40 4.46  C1 1.409, C27 1.417
6 H 0.30 -0.33 0.60  C7 1.091
7 C 0.92 -0.08 1.46  C3 1.543, H6 1.091, H14 1.028, C16 1.619
8 C 0.04 2.55 -2.35  C10 1.522, H19 1.068, H26 1.175, C30 1.428
9 H -0.97 -4.28 5.37  C1 1.112
10 C 0.99 2.06 -1.27  C8 1.522, H18 1.086, C28 1.515, H33 1.112
11 H 0.99 3.95 -0.20  C28 1.131
12 H -1.87 -3.04 6.31  C1 1.109
13 H -0.34 -0.40 -5.81  C21 1.119
14 H 1.34 -0.95 1.83  C7 1.028
15 H -0.65 1.19 2.49  C16 1.080
16 C 0.05 0.40 2.74  C7 1.619, H15 1.080, O17 1.377, H23 1.129
17 O -0.73 -0.60 3.28  C16 1.377, C27 1.322
18 H 0.92 0.98 -1.14  C10 1.086
19 H -0.98 2.67 -2.05  C8 1.068
20 O 0.79 -1.23 4.85  C27 1.214
21 C 0.59 0.22 -5.74  C4 1.500, H13 1.119, H31 1.072, H35 1.130
22 H 2.90 0.57 2.09  C3 1.170
23 H 0.66 0.89 3.55  C16 1.129
24 H 2.72 2.85 1.17  C34 1.094
25 H 2.63 0.62 0.38  C3 1.007
26 H 0.22 3.69 -2.59  C8 1.175
27 C -0.23 -1.39 4.21  O5 1.417, O17 1.322, O20 1.214
28 C 0.84 2.85 0.01  C10 1.515, H11 1.131, H29 1.068, C34 1.584
29 H -0.15 2.70 0.40  C28 1.068
30 C 0.14 1.84 -3.59  C4 1.236, C8 1.428
31 H 0.72 0.77 -6.66  C21 1.072
32 H -0.10 -2.96 6.13  C1 1.090
33 H 2.07 2.14 -1.53  C10 1.112
34 C 1.74 2.35 1.21  H2 1.117, C3 1.569, H24 1.094, C28 1.584
35 H 1.45 -0.48 -5.55  C21 1.130

Structure (SMILES): CC#CCCCCCCCOC(=O)OC
LUMO: 0.865 eV
HOMO level: -9.2 eV
Max |F|: 0.09041 Eh/bohr
Charge: 0
Orbital gap: 10.040 eV



A 2-piece molecular cluster, C21H30ClNO10P2S2 overall, computed with ωB97M-V with the def2-TZVPD basis set.

Each atom is followed by the atoms it is bonded to, with distances in Å.
Geometry (Å):
1 H 1.07 -4.37 1.45  C43 1.091
2 H 2.38 -5.53 1.70  C43 1.090
3 H 1.05 -4.87 -2.28  C66 1.094
4 H -1.77 1.21 1.06  C50 1.090
5 C -1.02 -1.51 -0.10  O14 1.204, C53 1.504, C56 1.499
6 H -0.22 -5.45 -1.24  C66 1.092
7 H -4.82 2.69 3.02  C40 1.097
8 H 2.72 -4.99 -0.56  C55 1.090
9 H 4.60 0.05 -2.89  N29 1.014
10 S 0.35 -6.64 1.78  C43 1.816, H52 1.338
11 P -1.73 2.68 -3.14  O13 1.600, C16 1.831, O27 1.595, O42 1.459
12 H -1.14 2.42 -0.05  C50 1.090
13 O -3.21 2.09 -3.25  P11 1.600, H25 0.964
14 O -1.59 -1.11 0.88  C5 1.204
15 O 1.57 3.34 1.99  C20 1.345, C67 1.431
16 C -0.67 1.26 -2.69  P11 1.831, C46 1.402, C59 1.412
17 H 4.53 2.08 2.99  C30 1.090
18 O 2.46 -2.39 -3.99  P26 1.660, H31 0.963
19 H 1.83 -6.49 -0.60  C55 1.094
20 C 0.48 3.14 2.76  O15 1.345, C32 1.510, O35 1.201
21 H -2.91 3.55 0.93  C54 1.092
22 H -3.58 0.80 4.32  C38 1.093
23 H -1.60 2.57 -5.32  O27 0.964
24 C 1.29 -2.34 -1.36  C34 1.510, O45 1.204, C57 1.504
25 H -3.29 1.33 -3.84  O13 0.964
26 P 2.73 -0.76 -3.87  O18 1.660, N29 1.713, C63 1.858
27 O -1.39 3.19 -4.61  P11 1.595, H23 0.964
28 H 1.04 2.99 -4.18  S41 1.339
29 N 3.99 -0.74 -2.71  H9 1.014, P26 1.713, H33 1.015
30 C 3.50 2.01 2.66  H17 1.090, H58 1.090, H62 1.090, C67 1.514
31 H 2.58 -2.60 -4.92  O18 0.963
32 C 0.65 2.75 4.21  C20 1.510, H47 1.087, H51 1.090, H64 1.087
33 H 4.55 -1.58 -2.83  N29 1.015
34 C 0.69 -1.04 -1.84  C24 1.510, C56 1.393, C63 1.399
35 O -0.60 3.22 2.25  C20 1.201
36 H -3.05 2.59 2.87  C40 1.093
37 Cl -2.04 -4.01 0.26  C53 1.720
38 C -4.03 0.72 3.32  H22 1.093, C40 1.525, H44 1.091, H49 1.090
39 H 2.93 3.96 3.43  C67 1.091
40 C -4.00 2.08 2.64  H7 1.097, H36 1.093, C38 1.525, O65 1.417
41 S 1.21 1.77 -4.69  H28 1.339, C59 1.787
42 O -1.63 3.78 -2.18  P11 1.459
43 C 1.46 -5.35 1.16  H1 1.091, H2 1.090, S10 1.816, C55 1.526
44 H -3.45 0.00 2.75  C38 1.091
45 O 2.47 -2.56 -1.29  C24 1.204
46 C -1.14 0.52 -1.59  C16 1.402, C56 1.396, O60 1.346
47 H -0.16 3.19 4.78  C32 1.087
48 H 3.46 3.96 1.76  C67 1.089
49 H -5.05 0.35 3.43  C38 1.090
50 C -2.01 1.79 0.17  H4 1.090, H12 1.090, C54 1.513, O60 1.456
51 H 0.57 1.66 4.28  C32 1.090
52 H -0.72 -6.39 1.02  S10 1.338
53 C -0.79 -2.98 -0.33  C5 1.504, Cl37 1.720, C57 1.332
54 C -3.24 2.63 0.44  H21 1.092, C50 1.513, H61 1.089, O65 1.419
55 C 1.75 -5.43 -0.34  H8 1.090, H19 1.094, C43 1.526, C66 1.537
56 C -0.48 -0.64 -1.19  C5 1.499, C34 1.393, C46 1.396
57 C 0.31 -3.41 -0.95  C24 1.504, C53 1.332, C66 1.498
58 H 3.48 1.48 1.70  C30 1.090
59 C 0.52 0.85 -3.32  C16 1.412, S41 1.787, C63 1.406
60 O -2.26 0.91 -0.96  C46 1.346, C50 1.456
61 H -3.73 2.86 -0.51  C54 1.089
62 H 2.94 1.40 3.38  C30 1.090
63 C 1.22 -0.29 -2.90  P26 1.858, C34 1.399, C59 1.406
64 H 1.59 3.06 4.66  C32 1.087
65 O -4.18 1.94 1.24  C40 1.417, C54 1.419
66 C 0.67 -4.83 -1.26  H3 1.094, H6 1.092, C55 1.537, C57 1.498
67 C 2.90 3.39 2.50  O15 1.431, C30 1.514, H39 1.091, H48 1.089

Structure (SMILES): CCOCCOc1c2c(c(P(N)O)c(S)c1P(=O)(O)O)C(=O)C(CCCS)=C(Cl)C2=O.CCOC(C)=O
LUMO: -1.057 eV
HOMO level: -8.4 eV
Max |F|: 0.01084 Eh/bohr
Charge: 0
Orbital gap: 7.343 eV